{"formula": "C41H43FIrN7O3", "method": "ωB97M-V with the def2-TZVPD basis set", "gap_ev": [7.7, 5.9], "lumo_ev": [-2.925, -4.739], "s2": 0.788, "max_force_ev_per_a": 2.8, "total_charge": 1, "homo_energy_ev": [-10.601, -10.593], "relative_energy_kcal_mol": 56.2, "total_energy_ha": -2401.0367, "multiplicity": 2, "symbols": ["Ir", "C", "C", "C", "C", "C", "C", "C", "C", "C", "C", "C", "C", "N", "C", "C", "C", "C", "C", "C", "F", "H", "H", "H", "H", "H", "H", "H", "H", "H", "H", "H", "H", "H", "H", "H", "H", "H", "H", "H", "H", "H", "N", "C", "C", "C", "C", "C", "C", "C", "C", "C", "C", "C", "C", "H", "H", "H", "H", "H", "H", "H", "H", "H", "H", "O", "N", "N", "O", "C", "C", "C", "C", "C", "C", "H", "H", "H", "H", "H", "C", "N", "C", "C", "C", "N", "C", "O", "N", "H", "H", "H", "H", "H", "H", "H"], "xyz": [[-0.322, -0.496, -0.956], [-1.138, 3.451, -1.561], [-0.498, 3.548, -0.175], [1.010, 3.250, -0.216], [-1.140, 2.711, 0.933], [-1.012, 3.241, 2.219], [-1.587, 2.648, 3.325], [-2.367, 1.516, 3.157], [-2.520, 0.930, 1.909], [-3.418, -0.303, 1.797], [-2.940, -1.444, 2.702], [-4.864, 0.071, 2.151], [-1.847, 1.506, 0.807], [-1.959, 0.769, -0.440], [-3.161, 0.880, -1.077], [-4.067, 1.939, -0.767], [-5.256, 2.086, -1.431], [-5.618, 1.191, -2.442], [-4.778, 0.135, -2.771], [-3.591, -0.013, -2.099], [-2.845, -1.071, -2.391], [-0.682, 4.195, -2.215], [-2.210, 3.657, -1.520], [-0.982, 2.481, -2.021], [-0.616, 4.585, 0.147], [1.193, 2.185, -0.355], [1.486, 3.537, 0.723], [1.492, 3.799, -1.028], [-0.454, 4.164, 2.336], [-1.467, 3.092, 4.305], [-2.875, 1.084, 4.013], [-3.403, -0.680, 0.779], [-2.932, -1.146, 3.753], [-1.937, -1.781, 2.425], [-3.615, -2.297, 2.610], [-4.948, 0.321, 3.211], [-5.537, -0.762, 1.940], [-5.201, 0.935, 1.577], [-3.782, 2.646, -0.001], [-5.916, 2.904, -1.171], [-6.558, 1.311, -2.966], [-5.042, -0.584, -3.534], [0.088, -2.277, 0.356], [-0.387, -3.579, 0.004], [-1.010, -4.363, 0.961], [-1.398, -5.656, 0.652], [-1.157, -6.153, -0.621], [-0.569, -5.339, -1.577], [-0.184, -4.032, -1.277], [0.306, -3.140, -2.355], [1.119, -3.661, -3.363], [1.325, -2.975, -4.547], [0.672, -1.772, -4.759], [-0.090, -1.209, -3.742], [-0.184, -1.839, -2.506], [0.004, -2.136, 1.356], [1.064, -2.151, 0.089], [-1.169, -3.972, 1.962], [-1.873, -6.272, 1.403], [-1.442, -7.166, -0.874], [-0.423, -5.710, -2.584], [1.576, -4.632, -3.208], [1.954, -3.400, -5.318], [0.777, -1.246, -5.700], [-0.568, -0.259, -3.911], [0.491, 0.839, -2.324], [1.776, 0.833, -2.445], [2.360, 0.029, -1.706], [1.703, -0.765, -0.884], [3.813, -0.068, -1.727], [4.563, 0.841, -2.454], [5.940, 0.719, -2.449], [6.555, -0.296, -1.726], [5.785, -1.190, -1.000], [4.402, -1.081, -1.000], [4.074, 1.633, -3.005], [6.537, 1.430, -3.005], [7.633, -0.392, -1.733], [6.257, -1.973, -0.423], [3.786, -1.763, -0.434], [4.859, 2.851, 3.264], [3.644, 2.042, 3.180], [2.853, 1.819, 4.252], [1.730, 1.075, 4.161], [1.431, 0.553, 2.869], [2.179, 0.758, 1.820], [3.325, 1.502, 1.913], [4.067, 1.740, 0.977], [0.326, -0.239, 2.683], [4.948, 3.260, 4.268], [4.812, 3.657, 2.537], [5.729, 2.244, 3.028], [3.167, 2.272, 5.183], [1.098, 0.893, 5.019], [-0.440, -0.115, 3.324], [0.072, -0.364, 1.712]], "forces_ev_per_angstrom": [[2.75, 0.35, 0.23], [-0.09, 0.08, 0.13], [0.17, -0.39, -0.12], [-0.12, 0.10, -0.01], [0.08, 0.16, -0.10], [0.00, -0.01, 0.06], [-0.04, 0.07, -0.05], [-0.10, 0.01, 0.05], [0.03, -0.24, -0.10], [0.06, 0.14, 0.26], [0.00, 0.00, -0.09], [0.04, 0.00, -0.07], [0.08, -0.37, 0.05], [-1.04, -1.08, -0.87], [-0.04, 0.50, -0.04], [0.13, -0.17, -0.04], [-0.10, 0.03, -0.02], [0.00, -0.03, -0.01], [-0.17, 0.13, 0.02], [0.15, 0.13, 0.27], [0.08, -0.11, -0.05], [0.00, 0.00, 0.03], [0.08, 0.02, -0.04], [0.00, -0.01, -0.05], [-0.02, 0.00, 0.07], [0.05, 0.04, 0.04], [0.02, -0.01, -0.01], [-0.02, -0.04, 0.03], [-0.02, -0.03, -0.01], [0.00, -0.01, -0.02], [0.01, 0.03, -0.05], [0.02, -0.01, -0.09], [0.03, -0.02, -0.03], [-0.08, 0.03, 0.07], [0.05, 0.00, 0.00], [-0.03, -0.02, -0.03], [0.03, 0.02, 0.05], [-0.02, -0.03, 0.00], [-0.04, -0.01, 0.00], [0.03, -0.02, -0.03], [0.05, 0.00, 0.03], [0.03, -0.01, 0.03], [-1.01, 0.88, -0.24], [-0.24, -0.04, 0.57], [0.00, -0.04, 0.24], [0.01, 0.00, -0.03], [0.03, 0.07, -0.06], [0.01, -0.13, 0.02], [0.23, -0.07, -0.55], [-0.15, -0.22, 0.13], [-0.23, -0.10, -0.15], [0.11, -0.10, -0.03], [-0.22, -0.03, -0.02], [0.03, -0.42, -0.37], [0.28, 0.96, 0.21], [0.11, -0.08, 0.03], [0.15, -0.43, 0.38], [0.04, -0.04, -0.06], [0.00, 0.02, -0.01], [0.00, 0.04, 0.00], [-0.03, 0.03, 0.03], [-0.07, -0.01, -0.05], [0.05, 0.03, 0.04], [-0.04, -0.03, 0.00], [0.02, 0.01, -0.03], [-1.04, 0.81, 0.33], [-0.43, 0.35, -0.07], [0.93, -0.39, -0.01], [-0.26, -0.42, -0.01], [-0.16, -0.13, 0.05], [-0.17, 0.15, -0.07], [0.02, -0.01, 0.02], [-0.03, 0.02, -0.04], [-0.02, -0.03, 0.03], [-0.09, -0.13, 0.14], [0.03, 0.00, 0.01], [-0.02, -0.03, -0.01], [-0.01, 0.03, 0.02], [-0.02, 0.01, -0.04], [0.07, 0.00, 0.00], [-0.11, -0.04, -0.02], [0.03, 0.04, 0.05], [0.11, 0.08, -0.04], [-0.20, -0.08, 0.01], [-0.04, -0.09, 0.04], [0.19, 0.05, -0.24], [-0.01, 0.06, 0.01], [-0.14, -0.08, 0.01], [0.28, -0.10, 0.21], [-0.02, -0.04, 0.01], [-0.02, 0.03, -0.01], [0.03, -0.04, 0.01], [0.04, 0.00, -0.02], [0.06, 0.01, -0.05], [-0.04, 0.02, -0.06], [-0.07, 0.42, 0.23]], "mulliken_charge": [2.299, -1.504, 0.361, -1.424, 0.200, -0.810, -1.559, -0.193, 0.822, 0.702, -1.155, -1.728, 0.086, 0.109, 1.302, -0.998, -1.004, -0.622, -0.684, 0.372, -0.196, 0.502, 0.390, -0.013, 0.673, -0.101, 0.375, 0.538, 0.492, 0.431, 0.396, 0.075, 0.261, 0.053, 0.503, 0.351, 0.473, 0.350, 0.700, 0.482, 0.426, 0.525, -0.219, 0.142, -0.652, -0.788, -0.875, -0.947, 0.783, 0.092, -0.593, -0.978, -0.680, -0.015, 0.772, 0.166, 0.276, 0.393, 0.438, 0.416, 0.534, 0.614, 0.443, 0.440, 0.355, -0.373, -1.056, 1.340, -0.545, 0.189, -0.535, -0.695, -0.521, -0.963, 0.008, 0.482, 0.410, 0.426, 0.406, 0.397, -0.925, 0.158, 0.068, -1.310, 0.769, 0.331, -0.119, -0.621, -0.045, 0.310, 0.301, 0.303, 0.365, 0.492, 0.159, -0.582]}